The following is a DFT calculation (ωB97M-V/def2-TZVPD) of a cluster of 3 separate species, C6H17BrNO3 in total at a distorted geometry.

Each line ends with the Mulliken charge.
Element x y z (Å)
Br -0.6585 -0.0409 2.5462  -0.909
C -4.5065 0.3261 2.1462  -0.140
C -5.9215 0.0361 1.6052  -0.579
O -6.8815 -0.0309 2.6262  -0.522
O -3.6645 0.1121 1.2362  -0.375
H -4.1645 -0.3859 2.9052  0.242
H -4.3005 1.3371 2.3682  0.266
H -5.9135 -0.8719 1.0482  0.322
H -6.1745 0.6411 0.8042  0.340
H -7.1565 0.7901 2.9072  0.280
H -2.7565 -0.0469 1.4922  0.102
C 3.0965 0.6231 0.4122  -1.458
C 2.2975 0.3521 -0.7748  0.668
C 2.9515 -0.5549 -1.8238  -0.775
O 4.0745 0.1681 -2.3068  -0.301
C 4.8615 -0.6459 -3.1668  -0.757
N 1.0425 -0.3169 -0.4108  -0.621
H 3.9865 1.1371 0.1052  0.413
H 3.2865 -0.3169 0.9692  0.292
H 2.7145 1.4581 0.9952  0.391
H 2.0025 1.2551 -1.2528  0.257
H 2.3125 -0.8249 -2.6058  0.375
H 3.2995 -1.4979 -1.3508  0.328
H 4.4125 -0.8079 -4.1318  0.262
H 4.9865 -1.6369 -2.6608  0.310
H 5.7985 -0.2239 -3.2088  0.284
H 0.6695 -0.0219 0.5372  0.079
H 0.3065 -0.0119 -1.0108  0.226

Calculated values
relative energy (zero: lowest compared OMol25 entry of this formula, charge and spin) = 2.171 eV
molecular weight = 231.1 Da
highest occupied orbital energy = -4.44 eV
HOMO-LUMO gap = 7.423 eV
DFT total energy = -84172.747 eV
total charge = -1
spin multiplicity = 1